Formula: C37H35Cl4EuN5O5PS2SeTe
Source: OMol25
Level of theory: ωB97M-V/def2-TZVPD

Last column: Löwdin charge in e.
Element x y z (Å)
Eu -0.570 0.576 1.015  1.593
O 1.903 2.385 -2.487  -0.023
C 1.058 2.059 -1.631  -0.556
N 1.231 1.305 -0.559  -0.125
C 2.603 0.912 -0.369  -0.202
C 2.780 -0.331 0.454  -0.275
C 4.060 -0.656 0.910  -0.022
C 4.256 -1.820 1.620  -0.081
C 3.165 -2.645 1.866  -0.087
C 1.927 -2.239 1.408  -0.156
N 1.730 -1.111 0.713  0.059
C -0.351 2.582 -1.786  -0.211
C -0.744 3.151 -2.988  -0.001
C -2.015 3.689 -3.087  -0.057
C -2.841 3.660 -1.973  -0.064
C -2.368 3.064 -0.820  -0.200
N -1.152 2.525 -0.722  0.003
H 3.177 1.715 0.111  0.132
H 3.083 0.745 -1.342  0.122
H 4.880 0.020 0.701  0.114
H 5.242 -2.083 1.985  0.102
H 3.266 -3.572 2.416  0.103
H 1.039 -2.838 1.587  0.072
H -0.039 3.162 -3.807  0.113
H -2.359 4.127 -4.017  0.100
H -3.841 4.074 -2.001  0.100
H -2.982 3.011 0.069  0.089
Cl -0.276 -0.989 -1.757  0.749
C -1.544 -0.847 -2.927  -0.617
C -1.290 -1.267 -4.218  -0.102
C -2.269 -1.145 -5.190  -0.074
C -3.486 -0.573 -4.857  -0.128
C -3.725 -0.162 -3.556  -0.657
Cl -5.283 0.545 -3.209  0.050
C -2.779 -0.306 -2.513  -0.667
S -3.115 0.118 -0.877  0.693
H -0.322 -1.695 -4.451  0.108
H -2.090 -1.500 -6.197  0.107
H -4.265 -0.446 -5.599  0.092
N -1.345 -2.896 1.307  -0.058
C -1.238 -1.744 1.369  -0.479
O -1.737 -4.504 -1.569  -0.500
S -0.469 -4.160 -0.866  0.904
C -0.250 -5.478 0.367  -0.357
C -1.424 -5.991 0.899  -0.089
C -1.369 -6.840 1.994  -0.078
C -0.142 -7.175 2.557  -0.101
C 1.030 -6.688 1.997  -0.093
C 0.979 -5.831 0.905  -0.086
C 0.847 -4.776 -1.966  -0.360
C 2.147 -4.310 -1.814  -0.096
C 3.130 -4.708 -2.711  -0.085
C 2.808 -5.556 -3.764  -0.102
C 1.497 -5.992 -3.931  -0.087
C 0.514 -5.593 -3.035  -0.068
H -2.364 -5.690 0.454  0.106
H -2.286 -7.218 2.431  0.100
H -0.102 -7.814 3.432  0.093
H 1.988 -6.962 2.424  0.096
H 1.896 -5.444 0.476  0.091
H 2.390 -3.629 -1.001  0.096
H 4.146 -4.350 -2.594  0.100
H 3.578 -5.871 -4.458  0.094
H 1.244 -6.641 -4.761  0.097
H -0.523 -5.893 -3.147  0.108
Se -1.348 5.165 3.494  0.412
C -1.355 3.555 2.729  -0.962
N -1.392 2.506 2.219  -0.153
C 2.038 2.449 6.771  -0.075
C 1.015 2.757 5.691  -0.325
O 1.472 2.290 4.422  -0.272
P 1.051 0.907 3.730  0.106
O 1.175 1.184 2.249  -0.509
Te -0.921 -0.041 4.573  0.495
O 2.347 -0.015 4.053  -0.287
C 2.340 -1.124 4.947  -0.360
C 3.764 -1.370 5.402  -0.075
H 1.690 2.822 7.737  0.072
H 2.998 2.912 6.533  0.075
H 2.187 1.368 6.841  0.061
H 0.852 3.827 5.585  0.090
H 0.061 2.293 5.936  0.037
H 1.946 -2.004 4.435  0.095
H 1.686 -0.933 5.799  0.056
H 4.400 -1.572 4.538  0.057
H 3.796 -2.229 6.077  0.074
H 4.156 -0.490 5.918  0.072
Cl -3.687 0.461 2.294  0.437
C -5.251 0.568 1.478  -1.024
Cl -6.588 0.078 2.555  0.469
H -5.231 -0.085 0.616  -0.034
H -5.415 1.597 1.190  0.023

Cartesian forces, eV/Å:
Eu 0.483 1.004 -1.059
O -0.186 -0.029 0.105
C 0.164 -0.026 -0.077
N -0.138 -0.039 0.354
C -0.072 -0.044 0.016
C 0.048 -0.063 0.026
C 0.007 -0.065 -0.035
C -0.007 0.012 -0.044
C 0.063 -0.019 0.014
C -0.181 -0.122 -0.132
N -0.080 0.181 0.052
C 0.164 0.090 -0.049
C -0.051 0.075 -0.048
C -0.030 -0.014 -0.048
C -0.064 0.069 -0.105
C -0.148 0.076 0.117
N -0.034 -0.423 -0.123
H 0.007 0.004 0.003
H 0.075 -0.019 -0.019
H -0.003 0.002 -0.003
H 0.005 -0.001 -0.006
H -0.038 0.021 -0.001
H 0.020 0.073 0.057
H 0.017 -0.008 0.042
H -0.003 -0.035 0.057
H 0.030 -0.049 0.012
H -0.009 0.027 0.106
Cl -0.010 -0.224 -0.392
C 0.459 -0.095 0.327
C 0.336 -0.108 0.148
C -0.174 0.088 0.255
C -0.148 0.070 -0.087
C -1.043 0.304 0.181
Cl 0.455 -0.192 -0.259
C -0.066 0.160 0.103
S 0.230 -0.327 -0.856
H -0.053 0.027 0.056
H 0.015 0.065 0.036
H 0.043 0.007 0.150
N -0.362 0.131 0.429
C -0.227 -0.469 -0.101
O 0.048 0.280 0.155
S 0.473 -1.098 -0.575
C -0.066 0.143 0.244
C -0.035 0.018 -0.085
C 0.113 -0.039 0.033
C -0.085 -0.020 -0.093
C -0.016 0.038 0.040
C 0.026 0.053 -0.063
C -0.006 0.252 -0.141
C 0.006 0.076 0.044
C -0.012 -0.091 -0.009
C -0.058 -0.007 0.047
C 0.081 0.024 0.083
C -0.115 -0.059 0.015
H 0.011 0.011 0.075
H 0.013 0.014 -0.038
H 0.002 -0.009 -0.034
H -0.009 0.020 -0.035
H -0.017 -0.003 0.075
H -0.030 0.000 -0.086
H -0.025 0.015 0.014
H -0.021 0.032 -0.015
H -0.013 0.021 0.011
H 0.052 0.016 -0.013
Se 0.024 0.131 0.104
C -0.156 -0.190 -0.143
N 0.036 0.290 0.002
C 0.023 -0.071 -0.204
C 0.120 0.003 0.164
O -0.257 0.042 -0.015
P 1.051 0.311 0.652
O 0.035 -0.106 0.524
Te 0.020 -0.104 -0.184
O -0.174 -0.155 0.035
C 0.148 -0.067 0.066
C -0.010 0.091 -0.100
H 0.015 -0.013 -0.018
H -0.021 -0.013 0.042
H 0.002 0.044 0.082
H -0.006 0.016 -0.074
H -0.112 -0.011 -0.064
H -0.069 0.018 -0.059
H -0.038 0.067 0.032
H 0.011 -0.011 0.061
H 0.019 0.044 -0.019
H -0.003 -0.064 0.007
Cl -0.236 -0.037 0.285
C -0.198 -0.081 0.149
Cl 0.198 0.060 -0.154
H -0.185 -0.061 0.017
H -0.049 0.064 -0.035

Computed properties:
* max |F|: 1.54 eV Å⁻¹
* molar mass: 1225.161 Da
* E: -229645.0570 eV
* 2S+1: 7
* highest occupied orbital energy (spin up / spin down): 1.58 / -3.41 eV
* gap between HOMO and LUMO (spin up / spin down): 1.8 / 4.7 eV
* E_LUMO (spin up / spin down): 3.42 / 1.28 eV
* net charge: -2


Formula: C31H40F9N4O2S
Source: OMol25
Level of theory: ωB97M-V/def2-TZVPD

Last column: Löwdin charge in e.
Element x y z (Å)
C 6.302 0.453 -1.260  0.028
C 5.714 1.829 -1.362  -0.521
O 5.678 2.602 -0.424  0.077
O 5.246 2.212 -2.565  -0.003
C 4.215 1.375 -3.143  -0.154
C 2.971 2.247 -3.353  -0.128
C 1.681 1.495 -2.935  -0.122
C 1.390 1.700 -1.450  -0.242
N 2.430 1.041 -0.575  0.148
C 2.305 1.677 0.658  -0.313
N 3.192 2.523 1.073  0.323
N 1.196 1.386 1.447  -0.117
N 1.354 0.231 2.286  0.106
C -0.082 1.364 0.660  -0.070
C -0.038 1.455 -0.910  -0.189
C -0.951 0.357 -1.531  -0.103
C -0.402 -0.905 -2.204  -0.057
C 0.486 -1.798 -1.340  -0.426
F 1.803 -1.609 -1.692  0.076
F 0.368 -1.494 -0.020  0.104
C 0.156 -3.299 -1.542  -0.447
F -1.053 -3.500 -1.005  0.137
F 0.073 -3.538 -2.851  0.142
S 1.370 -4.576 -0.801  0.772
F 0.729 -5.692 -1.713  -0.108
F 2.398 -4.200 -1.946  -0.123
F 2.012 -3.461 0.144  -0.143
F 0.365 -4.947 0.360  -0.120
F 2.400 -5.614 -0.237  -0.093
H 7.244 0.491 -0.725  0.100
H 5.589 -0.174 -0.719  0.092
H 6.421 0.004 -2.244  0.092
H 4.577 0.954 -4.080  0.135
H 4.008 0.542 -2.477  0.098
H 2.898 2.482 -4.414  0.122
H 3.088 3.159 -2.775  0.098
H 0.834 1.856 -3.517  0.134
H 1.864 0.445 -3.156  0.100
H 1.567 2.765 -1.282  0.106
H 2.112 0.092 -0.389  0.111
H 3.197 2.749 2.059  0.161
H 3.860 3.004 0.471  0.120
H 1.731 0.514 3.180  0.096
H 1.945 -0.485 1.872  0.089
H -0.701 2.174 1.043  0.128
H -0.572 0.447 0.969  0.077
H -0.543 2.396 -1.135  0.141
H -1.593 0.831 -2.274  0.128
H -1.645 0.029 -0.756  0.114
H -1.270 -1.499 -2.494  0.136
H 0.127 -0.731 -3.137  0.123
C -5.436 -1.049 3.244  -0.085
C -4.972 0.027 3.988  -0.086
C -3.676 0.491 3.805  -0.092
C -2.850 -0.122 2.874  -0.105
C -3.315 -1.197 2.128  -0.099
C -4.609 -1.663 2.314  -0.097
H -6.445 -1.413 3.389  0.106
H -5.620 0.504 4.711  0.105
H -3.312 1.326 4.389  0.101
H -1.836 0.230 2.734  0.073
H -2.667 -1.678 1.404  0.090
H -4.969 -2.506 1.739  0.104
C -6.301 -6.588 3.083  -0.093
C -5.838 -5.516 3.833  -0.095
C -4.544 -5.050 3.651  -0.109
C -3.715 -5.650 2.713  -0.103
C -4.179 -6.721 1.961  -0.098
C -5.472 -7.191 2.148  -0.094
H -7.309 -6.954 3.227  0.102
H -6.486 -5.045 4.561  0.101
H -4.181 -4.216 4.238  0.099
H -2.706 -5.284 2.569  0.095
H -3.533 -7.190 1.230  0.099
H -5.832 -8.029 1.565  0.102
C 0.363 7.710 -1.981  -0.077
C 0.551 7.616 -0.609  -0.081
C 1.161 6.496 -0.065  -0.088
C 1.591 5.473 -0.901  -0.108
C 1.416 5.573 -2.274  -0.093
C 0.793 6.689 -2.816  -0.078
H -0.116 8.584 -2.400  0.108
H 0.218 8.417 0.038  0.108
H 1.295 6.419 1.006  0.101
H 2.072 4.601 -0.475  0.064
H 1.763 4.780 -2.923  0.081
H 0.651 6.765 -3.885  0.107

Cartesian forces, eV/Å:
C -0.465 -0.188 -0.320
C 0.108 0.473 0.568
O -0.070 -0.339 -0.447
O -0.269 -0.006 0.056
C 0.249 0.178 -0.074
C -0.329 -0.890 -0.103
C 0.662 0.199 0.214
C -0.042 0.258 -0.125
N -0.287 0.781 -0.087
C 0.269 -0.418 0.203
N -0.360 0.048 0.231
N 0.189 -0.315 0.109
N 0.035 0.345 0.025
C -0.015 -0.174 0.013
C -0.109 -0.073 0.290
C 0.111 0.089 -0.089
C -0.197 -0.363 0.165
C 0.194 -0.029 -0.591
F -0.131 0.202 0.247
F 0.082 0.033 -0.049
C -0.219 -0.090 0.367
F -0.075 -0.066 0.001
F 0.171 0.012 -0.134
S -0.140 0.072 0.019
F 0.029 -0.003 0.014
F 0.070 -0.037 -0.007
F 0.096 -0.072 0.008
F 0.056 0.047 0.003
F -0.085 0.032 -0.067
H 0.004 -0.013 0.085
H 0.149 -0.011 0.206
H 0.214 0.034 -0.005
H 0.099 0.143 -0.037
H -0.052 -0.015 0.104
H 0.012 0.308 0.059
H 0.064 0.123 -0.094
H -0.113 -0.080 0.021
H -0.369 -0.104 -0.060
H -0.043 0.036 -0.038
H 0.059 -0.165 -0.297
H -0.429 0.585 -0.093
H 0.729 -0.831 -0.183
H -0.014 0.008 0.034
H -0.063 -0.041 -0.063
H 0.134 0.122 -0.004
H 0.039 -0.071 -0.088
H -0.099 -0.056 -0.082
H 0.108 0.005 -0.105
H -0.006 0.045 0.050
H -0.057 0.040 0.066
H 0.098 0.144 0.055
C 0.011 0.014 0.009
C -0.004 -0.007 -0.003
C -0.027 -0.007 -0.022
C 0.054 -0.003 -0.022
C 0.032 0.026 -0.039
C -0.036 -0.026 -0.036
H -0.007 -0.004 0.001
H -0.004 -0.002 0.010
H 0.000 0.003 0.006
H 0.016 0.001 0.079
H 0.012 -0.031 0.020
H -0.007 -0.014 0.013
C -0.003 0.005 -0.009
C -0.004 0.003 -0.008
C 0.021 0.036 0.008
C -0.005 0.011 -0.011
C 0.004 0.010 -0.010
C -0.004 0.002 -0.006
H -0.006 -0.005 0.003
H 0.002 -0.008 0.017
H -0.003 0.010 -0.001
H 0.011 -0.005 0.010
H 0.006 -0.013 0.001
H -0.004 -0.004 -0.005
C 0.002 0.016 -0.012
C -0.037 0.012 0.012
C -0.021 -0.070 -0.001
C -0.032 0.102 0.033
C -0.064 -0.090 0.010
C 0.032 0.005 0.028
H -0.004 0.008 -0.004
H -0.002 0.008 0.005
H 0.026 0.015 0.006
H 0.068 0.042 0.017
H -0.019 0.042 -0.060
H 0.005 0.003 -0.011

Computed properties:
* max |F|: 1.12 eV Å⁻¹
* molar mass: 703.736 Da
* E: -78134.6387 eV
* highest occupied orbital energy: -10.73 eV
* gap between HOMO and LUMO: 6.8 eV
* E_LUMO: -3.89 eV
* net charge: +1